(1)
# C10H10MnNO5

A structure of composition C10H10MnNO5 (ωB97M-V/def2-TZVPD, OMol25).

Cartesian coordinates (Å):
Mn1 0.45397 0.00649 0.20344
O1 -3.16047 0.09008 1.68193
C1 -2.14902 0.06921 0.98002
O2 -0.88146 0.15970 1.50242
C2 -2.29190 -0.00899 -0.56194
C3 -3.43305 -0.14769 -1.25276
C4 -3.19108 -0.27419 -2.64514
C5 -1.89955 -0.07174 -3.33838
C6 -0.84340 -0.01412 -2.39144
N1 -1.02286 0.05107 -1.06260
C7 0.62290 -0.18566 -2.75624
O3 0.89590 -0.24391 -3.94599
O4 1.39368 -0.04343 -1.61898
H1 0.94306 0.39687 6.39396
H2 -4.39492 -0.18278 -0.88849
H3 -4.05133 -0.59839 -3.32038
H4 -1.67820 -0.29693 -4.35680
C8 1.49660 0.23599 3.35397
O5 2.50674 0.25371 2.27240
C9 2.15762 0.12064 1.05231
C10 3.45133 -0.00559 0.23343
H5 0.57842 0.75945 2.98958
H6 2.06295 0.54515 4.20139
H7 1.09928 -0.66826 3.40857
H8 3.72356 0.86832 -0.28030
H9 3.31758 -0.53567 -0.63993
H10 4.29364 -0.27934 0.78594

Cartesian forces (eV/Å) of the 6 atoms listed first:
Mn 1.46 0.42 -1.90
O 1.83 -0.14 -1.32
C -1.19 0.45 2.10
O -2.27 -0.38 -1.24
C 3.36 0.73 3.21
C 2.05 -0.12 -3.65

**LUMO energy (alpha / beta)**: -0.7 / -0.9 eV
**Spin multiplicity**: 5
**Charge**: 0

natural (NBO) population analysis, charges in e, atoms 1 to 8: atom 1 (Mn): 1.18, atom 2 (O): -0.57, atom 3 (C): 0.75, atom 4 (O): -0.80, atom 5 (C): 0.12, atom 6 (C): -0.23, atom 7 (C): -0.11, atom 8 (C): -0.21


(2)
# C10H10N

The ion C10H10N with charge +1 (ωB97M-V/def2-TZVPD, OMol25).

Cartesian coordinates (Å):
C1 2.46357 1.49974 -0.15358
C2 3.19108 0.39105 0.31249
C3 1.14143 1.38932 -0.31971
C4 2.76447 -0.85471 0.30211
C5 0.56251 0.11094 -0.17806
C6 1.42935 -1.11269 -0.10272
C7 -0.78036 -0.22149 -0.05328
C8 -1.54502 -1.38416 0.21591
C9 0.88650 -2.33051 -0.09404
C10 -2.16841 -0.12749 -0.30238
N1 -3.29156 0.69045 0.43896
H1 3.01344 2.49427 -0.17027
H2 4.20978 0.43171 0.56445
H3 0.52333 2.26202 -0.61921
H4 3.30453 -1.79958 0.51702
H5 -0.14730 -2.41832 -0.46252
H6 1.35899 -3.21834 0.33613
H7 -2.46874 0.33221 -1.22281
H8 -4.01050 0.94035 -0.31943
H9 -2.97846 1.60875 0.79400
H10 -3.94349 0.15736 1.11853

Cartesian forces (eV/Å) of the 6 atoms listed first:
C 1.85 1.73 1.06
C 1.95 0.18 -0.22
C -1.94 0.52 -0.85
C -1.02 -2.78 -0.35
C 0.28 -1.49 -0.60
C -0.83 2.46 1.10

**LUMO energy (alpha / beta)**: -5.4 / -5.4 eV
**Spin multiplicity**: 1
**Charge**: +1
**Energy relative to the best compared isomer or geometry (same formula, charge and spin)**: 768.96 kJ/mol

natural (NBO) population analysis, charges in e, atoms 1 to 8: atom 1 (C): -0.07, atom 2 (C): -0.25, atom 3 (C): -0.25, atom 4 (C): -0.10, atom 5 (C): 0.13, atom 6 (C): -0.16, atom 7 (C): -0.22, atom 8 (C): -0.02


(3)
# C10H10N2

An isolated molecule of C10H10N2 (ωB97M-V/def2-TZVPD, OMol25).

Cartesian coordinates (Å):
C1 -3.04020 0.46357 -0.82614
C2 -3.06095 -0.77338 -0.07468
C3 -1.69090 -1.37708 0.14078
C4 -0.58440 -0.54808 -0.08789
C5 -0.79590 0.87212 -0.40822
C6 -1.99247 1.35224 -0.99426
N1 0.38217 1.64897 -0.22605
C7 1.27667 0.75679 0.01623
N2 0.84050 -0.60515 0.09887
C8 1.85546 -1.54441 0.64814
C9 3.06923 -0.66083 0.51807
C10 2.63488 0.84743 0.69079
H1 -4.07354 0.74309 -1.18117
H2 -3.91151 -1.41223 0.35740
H3 -1.55076 -2.35713 0.51214
H4 -1.84398 2.39880 -1.26175
H5 1.68364 -1.74293 1.74534
H6 1.98461 -2.47360 0.05601
H7 3.75321 -0.94259 1.38410
H8 3.57878 -0.80459 -0.38516
H9 2.53495 1.23136 1.73433
H10 3.25736 1.72287 0.19202

Cartesian forces (eV/Å) of the 6 atoms listed first:
C -3.98 -0.63 0.66
C 4.20 -1.16 -0.35
C -2.03 2.59 -0.57
C 0.49 2.08 0.14
C 0.36 -0.67 -0.73
C 2.51 -1.42 2.22

**LUMO energy**: 0.8 eV
**Spin multiplicity**: 1
**Charge**: 0
**Energy relative to the best compared isomer or geometry (same formula, charge and spin)**: 224.02 kJ/mol

natural (NBO) population analysis, charges in e, atoms 1 to 8: atom 1 (C): -0.22, atom 2 (C): -0.23, atom 3 (C): -0.24, atom 4 (C): 0.09, atom 5 (C): 0.13, atom 6 (C): -0.25, atom 7 (N): -0.47, atom 8 (C): 0.41


(4)
# C10H10N2

An isolated molecule of C10H10N2 (ωB97M-V/def2-TZVPD, OMol25).

Cartesian coordinates (Å):
C1 -1.59811 -1.26624 -1.67828
C2 -0.40769 -0.45355 -1.52434
C3 0.58685 -0.54559 -2.52019
C4 1.67830 0.37383 -2.46421
N1 1.85137 0.96005 -1.33124
C5 1.09821 0.76018 -0.31851
C6 1.53015 1.31345 0.96490
C7 0.81655 1.21853 2.10585
C8 -0.38468 0.45063 2.16105
N2 -1.01649 0.21329 3.43736
C9 -0.90127 -0.09359 0.97267
C10 -0.08927 0.02261 -0.17167
H1 -1.50727 -2.08415 -0.84077
H2 -1.44291 -1.80233 -2.64519
H3 -2.62437 -0.81685 -1.71684
H4 0.61501 -1.19061 -3.49024
H5 2.41488 0.35611 -3.35292
H6 2.36379 1.96389 0.87983
H7 0.96403 1.56250 3.18117
H8 -0.41548 0.18361 4.26083
H9 -1.73874 -0.44429 3.24700
H10 -1.79287 -0.68147 0.84375

Cartesian forces (eV/Å) of the 6 atoms listed first:
C -1.06 -3.19 -0.21
C 1.20 -1.10 0.79
C 0.05 0.86 -1.50
C -0.47 -2.66 -0.94
N 3.41 1.86 -2.36
C -1.46 0.14 6.50

**LUMO energy**: 0.3 eV
**Spin multiplicity**: 1
**Charge**: 0
**Energy relative to the best compared isomer or geometry (same formula, charge and spin)**: 233.25 kJ/mol

natural (NBO) population analysis, charges in e, atoms 1 to 8: atom 1 (C): -0.65, atom 2 (C): 0.03, atom 3 (C): -0.26, atom 4 (C): 0.05, atom 5 (N): -0.43, atom 6 (C): 0.14, atom 7 (C): -0.14, atom 8 (C): -0.27


(5)
# C10H10N2O2

An isolated molecule of C10H10N2O2 (ωB97M-V/def2-TZVPD, OMol25).

Cartesian coordinates (Å):
H1 0.76817 -3.44524 1.67421
N1 1.55062 -2.80840 1.91575
C1 1.45300 -1.57705 1.63956
N2 2.42556 -0.63595 1.99316
O1 3.43467 -1.02540 2.91740
C2 0.38414 -1.05878 0.70425
C3 -0.14954 0.22717 0.91104
C4 -0.82467 0.89598 -0.22671
C5 -1.70030 1.98534 -0.05483
C6 -2.25027 2.66521 -1.14476
C7 -1.85017 2.21565 -2.41543
C8 -1.05438 1.08474 -2.55681
C9 -0.71235 0.29833 -1.52678
O2 -0.17721 -0.90498 -1.71078
C10 0.15335 -1.74762 -0.58042
H2 2.50354 0.15916 1.38324
H3 3.29701 -1.93030 3.22520
H4 -0.09641 0.73795 1.90458
H5 -1.94510 2.26344 1.04321
H6 -2.81668 3.54240 -1.08943
H7 -2.11928 2.76979 -3.30067
H8 -0.60779 0.91733 -3.55411
H9 1.07503 -2.28966 -0.79118
H10 -0.74092 -2.33911 -0.35967

Cartesian forces (eV/Å) of the 6 atoms listed first:
H 0.61 1.15 0.04
N 0.40 -1.23 1.16
C -0.44 0.36 -1.43
N -2.01 -2.62 0.93
O 0.31 1.69 -0.92
C 0.47 5.17 1.71

**LUMO energy**: 0.0 eV
**Spin multiplicity**: 1
**Charge**: 0
**Energy relative to the best compared isomer or geometry (same formula, charge and spin)**: 459.45 kJ/mol

natural (NBO) population analysis, charges in e, atoms 1 to 8: atom 1 (H): 0.36, atom 2 (N): -0.77, atom 3 (C): 0.39, atom 4 (N): -0.33, atom 5 (O): -0.55, atom 6 (C): -0.11, atom 7 (C): -0.16, atom 8 (C): -0.17


(6)
# C10H10N2O2

A cluster of 2 separate species, C10H10N2O2 in total (ωB97M-V/def2-TZVPD, OMol25).

Cartesian coordinates (Å):
O1 -0.85824 0.24164 -0.99342
C1 0.25661 0.43190 -0.37254
C2 0.97039 1.83306 -0.11405
C3 2.29528 1.68996 -0.15249
N1 3.05003 0.50241 -0.14323
C4 2.32971 -0.77992 0.07987
O2 3.00171 -1.77408 0.06734
N2 0.96599 -0.68036 0.01016
H1 0.53379 2.90931 -0.00531
H2 2.83091 2.66863 -0.03959
H3 3.96889 0.41202 0.07150
H4 0.53009 -1.66246 0.18631
C5 -1.61201 -1.57765 0.00485
C6 -2.51925 -0.95760 -0.87002
C7 -2.98494 0.40976 -0.62398
C8 -2.56704 1.09228 0.56116
C9 -1.68945 0.44759 1.42702
C10 -1.28760 -0.86047 1.16347
H5 -1.08589 -2.45619 -0.18033
H6 -2.90146 -1.41810 -1.75822
H7 -3.65972 0.90882 -1.33846
H8 -2.82258 2.14952 0.72883
H9 -1.25594 1.00929 2.24921
H10 -0.54818 -1.38902 1.80650

Cartesian forces (eV/Å) of the 6 atoms listed first:
O 10.33 4.00 -0.96
C -4.22 2.18 -3.22
C -1.44 -1.68 -0.39
C 1.92 1.52 1.31
N -6.40 -0.86 -0.20
C 2.16 2.97 -2.01

**LUMO energy**: 0.5 eV
**Spin multiplicity**: 1
**Charge**: 0
**Energy relative to the best compared isomer or geometry (same formula, charge and spin)**: 537.07 kJ/mol

natural (NBO) population analysis, charges in e, atoms 1 to 8: atom 1 (O): -0.64, atom 2 (C): 0.70, atom 3 (C): -0.38, atom 4 (C): 0.03, atom 5 (N): -0.63, atom 6 (C): 0.80, atom 7 (O): -0.59, atom 8 (N): -0.69


(7)
# C10H10N2O2

A cluster of 2 separate species, C10H10N2O2 in total (ωB97M-V/def2-TZVPD, OMol25).

Cartesian coordinates (Å):
O1 2.56598 2.44061 0.17084
C1 2.88940 1.24197 0.21523
C2 4.28072 0.75017 0.12887
C3 4.48582 -0.57464 -0.15877
N1 3.38348 -1.44250 -0.18644
C4 2.05527 -1.09827 -0.07940
O2 1.11682 -1.84282 -0.09968
N2 1.91385 0.24630 0.15258
H1 5.16121 1.41189 0.17800
H2 5.45671 -0.99174 -0.38436
H3 3.48566 -2.40607 -0.39756
H4 0.93497 0.61353 0.11394
C5 -3.37553 0.45919 -1.25019
C6 -2.02165 0.52848 -0.77880
C7 -1.80192 0.25711 0.55514
C8 -2.93663 -0.10258 1.34377
C9 -4.16817 -0.21182 0.82008
C10 -4.42833 -0.10246 -0.62812
H5 -3.50410 0.87500 -2.25345
H6 -1.12932 0.93402 -1.41420
H7 -0.88054 0.30006 1.05122
H8 -3.03017 -0.53655 2.39869
H9 -4.88991 -0.70676 1.51532
H10 -5.56361 -0.04215 -1.01272

Cartesian forces (eV/Å) of the 6 atoms listed first:
O 0.50 -2.22 0.55
C 0.22 1.95 -1.01
C 0.70 -1.38 -0.31
C -1.84 1.36 0.59
N 0.80 -0.08 -0.39
C 0.62 1.28 0.86

**LUMO energy**: 0.4 eV
**Spin multiplicity**: 1
**Charge**: 0
**Energy relative to the best compared isomer or geometry (same formula, charge and spin)**: 180.66 kJ/mol

natural (NBO) population analysis, charges in e, atoms 1 to 8: atom 1 (O): -0.59, atom 2 (C): 0.63, atom 3 (C): -0.37, atom 4 (C): 0.06, atom 5 (N): -0.61, atom 6 (C): 0.78, atom 7 (O): -0.60, atom 8 (N): -0.64


(8)
# C10H10N2O2Pd

A structure of composition C10H10N2O2Pd (ωB97M-V/def2-TZVPD, OMol25).

Cartesian coordinates (Å):
C1 0.50683 -0.38434 3.00204
C2 -0.22077 -1.41621 2.11826
N1 0.64091 -1.86517 0.91619
C3 0.27469 -1.10542 -0.17948
C4 -0.73547 -1.62126 -1.09981
C5 -1.10258 -0.85601 -2.16810
C6 -0.48339 0.39565 -2.29632
C7 0.52050 0.94380 -1.39686
C8 0.90012 0.19145 -0.34702
C9 0.93440 2.36286 -1.86390
O1 1.92652 2.95021 -1.60125
N2 -0.18774 2.75915 -2.71270
C10 -0.67419 1.52307 -3.34076
O2 -1.08204 1.48832 -4.45187
H1 1.58960 -0.55765 3.04811
H2 0.33785 0.61689 2.57897
H3 0.01617 -0.36609 4.02836
H4 -0.62658 -2.27725 2.66089
H5 -1.09945 -0.90423 1.68861
H6 1.59406 -1.54695 1.10601
H7 -1.18570 -2.59692 -0.90399
H8 -1.85001 -1.17734 -2.89271
H9 1.64744 0.55500 0.35989
H10 -0.92595 2.91576 -2.00716
Pd1 -0.71521 -0.02731 5.75462

Cartesian forces (eV/Å) of the 6 atoms listed first:
C 0.16 0.16 -1.57
C -1.88 -0.36 0.82
N 0.49 2.36 -0.47
C 0.17 -0.40 0.39
C -0.23 0.35 0.83
C -0.11 0.24 -0.38

**LUMO energy**: -13.1 eV
**Spin multiplicity**: 1
**Charge**: +2

natural (NBO) population analysis, charges in e, atoms 1 to 8: atom 1 (C): -0.54, atom 2 (C): -0.23, atom 3 (N): -0.42, atom 4 (C): 0.32, atom 5 (C): -0.08, atom 6 (C): -0.21, atom 7 (C): 0.12, atom 8 (C): -0.03


(9)
# C10H10N2O5SSeV

A structure of composition C10H10N2O5SSeV (ωB97M-V/def2-TZVPD, OMol25).

Cartesian coordinates (Å):
V1 -0.86333 -1.15015 -0.19583
O1 -2.06910 -2.04468 3.66508
C1 -1.31860 -1.73204 2.55210
O2 -1.86341 -1.92573 1.39873
C2 -0.01017 -1.28837 2.63486
C3 0.85328 -1.14038 3.76606
C4 2.16827 -0.84869 3.55799
C5 2.68157 -0.70461 2.22881
C6 1.79851 -0.81644 1.18586
N1 0.49084 -1.03859 1.36853
C7 2.13939 -0.73117 -0.30020
O3 3.27925 -0.40781 -0.65181
O4 1.15615 -1.04015 -1.05068
H1 -2.94927 -2.20041 3.30168
H2 0.45266 -1.27582 4.76349
H3 2.83462 -0.73475 4.40708
H4 3.72253 -0.49806 2.02556
C8 -1.78251 1.27039 -3.74188
S1 -0.23329 0.89909 -2.90910
C9 0.83045 2.09356 -3.73671
H5 -1.72669 1.05339 -4.81189
H6 -2.08756 2.30747 -3.58648
H7 -2.52292 0.61404 -3.28500
H8 0.45589 3.11364 -3.62152
H9 0.94850 1.86816 -4.80024
H10 1.80509 2.01986 -3.25463
O5 -1.59050 -1.75571 -1.53809
Se1 -2.89368 3.47209 0.27454
C10 -2.10013 1.83422 0.20488
N2 -1.60586 0.78764 0.14879

Cartesian forces (eV/Å) of the 6 atoms listed first:
V 0.09 -0.50 -0.49
O -0.25 -0.10 0.15
C 1.28 0.40 0.43
O -0.05 0.28 -0.71
C -1.19 -0.44 0.33
C 0.39 0.08 0.07

**LUMO energy (alpha / beta)**: 4.7 / 4.7 eV
**Spin multiplicity**: 2
**Charge**: -2
**Energy relative to the best compared isomer or geometry (same formula, charge and spin)**: 115.86 kJ/mol

natural (NBO) population analysis, charges in e, atoms 1 to 8: atom 1 (V): 1.38, atom 2 (O): -0.72, atom 3 (C): 0.55, atom 4 (O): -0.72, atom 5 (C): -0.08, atom 6 (C): -0.21, atom 7 (C): -0.26, atom 8 (C): -0.34


(10)
# C10H10N2OS

A structure of composition C10H10N2OS (ωB97M-V/def2-TZVPD, OMol25).

Cartesian coordinates (Å):
C1 -3.54026 0.72585 0.81094
C2 -2.58890 0.30154 1.76077
C3 -3.62512 0.18027 -0.44849
C4 -1.64371 -0.64395 1.42131
C5 -1.22358 -1.74166 -2.00463
C6 -2.63810 -0.71366 -0.85890
C7 -1.65735 -1.07200 0.07248
C8 2.34745 -0.03520 0.06016
C9 1.67083 -1.04494 0.55792
C10 2.50228 1.31274 0.59038
N1 -2.35978 -1.14871 -2.11199
N2 -0.78242 -1.79369 -0.77770
O1 2.10598 -2.85679 -1.28793
S1 1.31485 -2.66617 -0.11352
H1 -4.23920 1.50191 1.09622
H2 -2.58480 0.79243 2.67982
H3 -4.42695 0.44827 -1.18024
H4 -0.83740 -0.79933 2.06485
H5 -0.67328 -2.28431 -2.85519
H6 2.89904 -0.12322 -0.92846
H7 1.26197 -0.81052 1.57375
H8 3.44859 1.83370 0.12567
H9 1.66824 2.04325 0.26852
H10 2.71904 1.24706 1.68622

Cartesian forces (eV/Å) of the 6 atoms listed first:
C -0.51 -0.12 0.22
C -0.22 -0.51 -1.94
C -1.00 0.34 -0.88
C -0.67 0.72 -1.75
C 1.19 -2.04 -2.65
C -0.61 1.05 1.16

**LUMO energy**: -1.9 eV
**Spin multiplicity**: 1
**Charge**: 0
**Energy relative to the best compared isomer or geometry (same formula, charge and spin)**: 460.91 kJ/mol

natural (NBO) population analysis, charges in e, atoms 1 to 8: atom 1 (C): -0.24, atom 2 (C): -0.22, atom 3 (C): -0.18, atom 4 (C): -0.24, atom 5 (C): 0.19, atom 6 (C): 0.08, atom 7 (C): 0.05, atom 8 (C): -0.08